Record 1
Density functional theory data (ωB97M-V/def2-TZVPD) for a 3-piece molecular cluster, C20H36NO9S2 overall at a distorted geometry.

Structure (ORCA input):
```
! RIJCOSX wB97M-V def2-TZVPD def2/J DEFGRID3
* xyz -1 1
C 0.727 -1.354 3.964
C -0.634 -1.518 3.056
S -0.302 -1.584 1.215
C 0.801 -0.197 0.628
C 0.400 0.546 -0.757
C 1.748 1.341 -1.228
C 2.761 1.861 -0.060
C 2.157 2.959 0.988
O 2.671 4.316 0.652
O 0.323 -0.517 -1.817
S -0.240 0.397 -3.187
O 0.847 0.808 -4.257
O -1.214 -0.419 -4.125
O -0.919 1.774 -2.367
C -1.089 1.251 -0.961
N -1.220 2.561 -0.220
C -2.044 2.497 0.869
C -3.702 2.723 0.807
C -1.499 2.275 2.437
C -2.410 0.325 -1.247
O -3.454 0.965 -1.848
O -2.593 -1.108 -1.047
H 1.494 -0.740 3.309
H 1.150 -2.420 4.267
H 0.422 -0.707 4.914
H -1.471 -0.726 3.322
H -1.101 -2.574 3.357
H 0.967 0.507 1.563
H 1.864 -0.712 0.444
H 1.576 2.261 -1.942
H 2.377 0.562 -1.880
H 3.653 2.417 -0.629
H 3.312 0.990 0.543
H 2.632 2.701 2.053
H 1.000 2.937 1.142
H 2.301 4.960 1.348
H -3.948 3.048 -0.297
H -4.063 3.518 1.586
H -4.220 1.659 0.959
H -2.244 1.641 3.088
H -1.523 3.373 2.906
H -0.384 1.933 2.491
C -3.288 -6.250 4.434
C -4.222 -5.449 5.305
C -3.263 -4.548 6.052
O -2.146 -4.316 5.183
C -2.231 -5.227 4.078
H -3.772 -6.686 3.557
H -2.840 -7.062 5.019
H -4.888 -4.846 4.677
H -4.837 -6.061 5.969
H -2.885 -5.033 6.958
H -3.717 -3.592 6.331
H -2.519 -4.652 3.192
H -1.253 -5.680 3.897
C 2.565 1.803 -6.953
C 3.607 2.777 -7.437
C 4.743 2.535 -6.467
O 4.666 1.158 -6.072
C 3.410 0.626 -6.516
H 1.824 1.537 -7.711
H 2.036 2.223 -6.089
H 3.920 2.510 -8.454
H 3.267 3.816 -7.446
H 4.634 3.148 -5.567
H 5.722 2.736 -6.910
H 3.612 -0.050 -7.355
H 2.946 0.052 -5.709
*
```

HOMO level = -4.47 eV
Kohn-Sham gap = 6.48 eV
E_LUMO = 2.018 eV
Total energy = -62899.8131 eV

***

Record 2
Density functional theory data (ωB97M-V/def2-TZVPD) for a 6-piece molecular cluster, C20H36O10 overall at a distorted geometry.

Structure (ORCA input):
```
! RIJCOSX wB97M-V def2-TZVPD def2/J DEFGRID3
* xyz 0 1
C -0.222 1.690 -2.208
C 0.388 1.259 -0.892
C -0.356 1.710 0.352
O -0.572 0.507 1.093
C -0.110 -0.542 0.384
O -0.247 -1.689 0.710
O 0.312 -0.167 -0.803
H -0.362 2.765 -2.303
H -1.205 1.217 -2.268
H 0.360 1.315 -3.050
H 1.439 1.549 -0.835
H -1.245 2.297 0.115
H 0.313 2.361 0.919
C -0.126 -3.378 -2.528
C -1.537 -2.815 -2.509
C -1.674 -1.507 -3.320
O -2.447 -1.899 -4.435
C -2.888 -3.182 -4.319
O -3.675 -3.670 -5.055
O -2.320 -3.757 -3.260
H -0.013 -4.441 -2.339
H 0.643 -2.793 -2.020
H 0.234 -3.240 -3.562
H -1.894 -2.700 -1.489
H -0.680 -1.216 -3.668
H -2.140 -0.695 -2.771
C 5.067 -1.460 0.074
C 3.958 -1.122 -0.890
C 3.761 -2.031 -2.106
O 3.399 -0.054 -0.920
H 5.741 -2.201 -0.348
H 4.656 -1.851 1.008
H 5.633 -0.556 0.294
H 2.692 -2.273 -2.039
H 4.311 -2.965 -2.117
H 3.842 -1.395 -2.982
C 0.772 -0.665 4.003
C 1.818 -1.639 3.496
C 1.506 -3.090 3.624
O 2.896 -1.271 3.085
H 1.157 0.334 3.813
H 0.661 -0.845 5.072
H -0.155 -0.888 3.476
H 0.579 -3.303 3.083
H 1.300 -3.425 4.643
H 2.329 -3.679 3.226
C -3.522 -2.155 0.911
C -3.739 -0.799 0.360
C -4.163 0.312 1.308
O -3.599 -0.558 -0.819
H -2.460 -2.196 1.202
H -3.684 -2.944 0.181
H -4.007 -2.389 1.859
H -3.300 0.703 1.850
H -4.895 -0.070 2.018
H -4.615 1.109 0.722
C -0.073 5.348 1.962
C 0.368 6.776 1.746
C 0.390 7.320 0.329
O 0.646 7.468 2.684
H 0.781 4.755 2.300
H -0.556 4.909 1.093
H -0.733 5.312 2.831
H 0.958 6.665 -0.329
H 0.912 8.278 0.389
H -0.610 7.558 -0.029
*
```

Relative energy (zero: lowest compared OMol25 entry of this formula, charge and spin) = 0.0 kJ/mol
Structure (SMILES) = C[C@H]1COC(=O)O1.C[C@H]1COC(=O)O1.CC(C)=O.CC(C)=O.CC(C)=O.CC(C)=O
HOMO level = -9.75 eV
Kohn-Sham gap = 10.00 eV
E_LUMO = 0.250 eV
Total energy = -41798.9036 eV

***

Record 3
Density functional theory data (ωB97M-V/def2-TZVPD) for a 8-piece molecular cluster, C20H37BCl14O7 overall at a distorted geometry.

Structure (ORCA input):
```
! RIJCOSX wB97M-V def2-TZVPD def2/J DEFGRID3
* xyz 0 1
C 3.101 1.340 -0.245
O 3.188 -0.096 -0.092
C 2.148 -0.790 -0.810
C 0.665 -0.571 -0.234
C -0.101 -1.913 0.206
C -1.491 -2.160 -0.599
C -2.802 -1.785 0.250
C -3.772 -0.713 -0.504
C -3.830 0.669 0.355
C -2.303 1.125 0.489
O -2.129 2.570 0.647
C -2.125 3.227 -0.612
C -3.346 4.244 -0.925
O -1.245 3.127 -1.489
O -4.549 0.210 1.529
C -5.801 -0.293 0.997
O -6.944 -0.157 1.450
C -5.363 -1.034 -0.388
B -6.186 -0.221 -1.566
O -7.621 -0.093 -1.569
O -5.506 0.464 -2.659
H 2.093 1.725 -0.610
H 3.274 1.788 0.804
H 3.898 1.784 -0.947
H 2.118 -0.564 -1.936
H 2.405 -1.914 -0.736
H 0.088 0.023 -1.039
H 0.746 0.114 0.682
H -0.254 -1.866 1.339
H 0.596 -2.807 -0.002
H -1.497 -1.660 -1.624
H -1.528 -3.298 -0.791
H -2.530 -1.467 1.308
H -3.441 -2.740 0.340
H -3.338 -0.521 -1.539
H -4.365 1.563 -0.108
H -1.803 0.870 -0.520
H -1.701 0.536 1.272
H -4.078 3.697 -1.605
H -3.876 4.494 0.057
H -2.863 5.157 -1.423
H -5.465 -2.169 -0.438
H -7.863 0.471 -2.346
H -4.862 -0.132 -3.093
Cl -0.024 3.099 5.196
C -0.237 3.758 3.570
Cl 0.703 2.847 2.382
H -1.291 3.705 3.302
H 0.094 4.795 3.562
Cl 6.951 0.903 -2.298
C 6.013 -0.377 -1.513
Cl 6.191 -1.914 -2.365
H 6.364 -0.497 -0.491
H 4.963 -0.095 -1.510
Cl -8.682 -3.092 -2.775
C -9.834 -2.294 -1.697
Cl -11.486 -2.838 -2.011
H -9.574 -2.529 -0.666
H -9.779 -1.219 -1.854
Cl 5.663 -2.049 1.376
C 6.767 -3.427 1.251
Cl 6.290 -4.512 -0.062
H 7.774 -3.060 1.057
H 6.749 -3.979 2.190
Cl 12.364 -4.478 -0.012
C 11.194 -3.676 1.042
Cl 9.547 -4.222 0.703
H 11.436 -3.905 2.079
H 11.249 -2.600 0.878
Cl 11.548 1.823 -0.498
C 10.156 0.746 -0.656
Cl 10.166 -0.500 0.600
H 9.243 1.331 -0.565
H 10.190 0.264 -1.632
Cl -5.968 3.903 3.675
C -6.037 3.424 1.976
Cl -6.823 4.666 0.991
H -5.022 3.272 1.610
H -6.601 2.496 1.893
*
```

Structure (SMILES) = COCCCCC[C@@H]1[C@H](COC(C)=O)OC(=O)[C@H]1B(O)O.ClCCl.ClCCl.ClCCl.ClCCl.ClCCl.ClCCl.ClCCl
HOMO level = -10.07 eV
Kohn-Sham gap = 10.01 eV
E_LUMO = -0.064 eV
Total energy = -211661.5449 eV

***

Record 4
Density functional theory data (ωB97M-V/def2-TZVPD) for one molecule with the formula C20H37BF4NO7PS2 at a distorted geometry.

Structure (ORCA input):
```
! RIJCOSX wB97M-V def2-TZVPD def2/J DEFGRID3
* xyz 0 1
C 9.282 -1.346 1.488
C 8.680 -1.527 0.089
C 7.175 -1.211 0.061
C 6.872 0.297 -0.025
C 5.628 0.612 -0.888
C 4.545 1.361 -0.105
C 3.196 1.407 -0.840
C 1.973 1.441 0.099
C 1.004 2.567 -0.243
C 0.082 2.959 0.908
C -0.803 1.821 1.453
C -2.221 1.811 0.843
C -2.668 0.570 0.050
S -1.385 -0.339 -0.854
C -3.749 1.063 -0.939
C -3.134 2.095 -1.951
O -2.665 1.642 -2.981
O -3.179 3.250 -1.537
O -4.254 -0.032 -1.685
C -4.843 -1.104 -1.002
B -4.745 -2.305 -2.119
O -3.603 -2.345 -2.821
O -5.798 -3.151 -2.401
C -6.307 -0.755 -0.716
F -6.379 0.169 0.311
F -6.955 -1.861 -0.237
C -7.091 -0.165 -1.902
F -8.410 -0.206 -1.550
F -6.755 1.121 -2.079
C -4.233 -1.467 0.403
P -3.564 -3.202 0.586
S -1.936 -3.794 -0.253
N -3.426 -0.338 1.012
C -2.710 -0.700 2.264
O -1.476 -1.265 1.965
O -0.892 -1.559 3.228
H 10.164 -1.967 1.620
H 8.556 -1.582 2.262
H 9.583 -0.309 1.633
H 8.797 -2.570 -0.205
H 9.201 -0.898 -0.628
H 6.732 -1.624 0.965
H 6.743 -1.730 -0.793
H 6.646 0.648 0.980
H 7.746 0.823 -0.399
H 5.909 1.219 -1.748
H 5.188 -0.310 -1.264
H 4.890 2.388 0.027
H 4.427 0.908 0.879
H 3.187 2.286 -1.483
H 3.139 0.549 -1.509
H 2.305 1.514 1.135
H 1.462 0.485 -0.021
H 1.600 3.451 -0.480
H 0.421 2.355 -1.140
H -0.517 3.833 0.663
H 0.733 3.258 1.734
H -0.287 0.871 1.355
H -0.898 2.015 2.526
H -2.927 1.942 1.672
H -2.350 2.692 0.221
H -0.925 0.721 -1.521
H -4.524 1.621 -0.406
H -3.303 -3.243 -3.002
H -6.112 -3.682 -1.665
H -6.986 -0.736 -2.822
H -5.107 -1.522 1.055
H -4.677 -3.966 0.201
H -3.524 -3.367 1.979
H -4.139 0.311 1.359
H -3.357 -1.369 2.835
H -2.595 0.195 2.879
H -0.458 -0.726 3.474
*
```

Relative energy (zero: lowest compared OMol25 entry of this formula, charge and spin) = 46.2 kJ/mol
Structure (SMILES) = CCCCCCCCCCCC[C@]1(S)[C@@H](C(=O)[O-])O[C@](B(O)O)(C(F)(F)C(F)F)[C@@H]([PH2]=S)[N@H+]1COO
HOMO level = -8.06 eV
Kohn-Sham gap = 7.48 eV
E_LUMO = -0.584 eV
Total energy = -79665.0027 eV

***

Record 5
Density functional theory data (ωB97M-V/def2-TZVPD) for C20H37BrN11O4PPt as an isolated structure at a distorted geometry.

Structure (ORCA input):
```
! RIJCOSX wB97M-V def2-TZVPD def2/J DEFGRID3
* xyz 2 1
Pt -1.036 -0.762 -0.395
N 1.501 2.623 2.600
C 0.518 3.172 1.644
P 1.043 2.495 -0.031
O 2.403 1.953 0.210
O 0.053 1.618 -0.764
C 1.047 4.036 -1.145
N 0.660 3.511 -2.470
H 1.784 3.298 3.312
H 2.318 2.376 1.985
H 1.182 1.706 3.080
H 0.601 4.258 1.609
H -0.515 2.921 1.893
H 2.027 4.505 -1.162
H 0.309 4.761 -0.806
H 1.481 3.267 -3.034
H 0.062 4.139 -3.016
H 0.154 2.612 -2.204
Br -2.123 1.973 -4.570
C -3.069 2.280 -2.940
C -4.056 3.257 -2.850
N -4.596 3.570 -1.695
C -4.211 2.999 -0.576
C -3.257 1.985 -0.579
C -2.713 1.593 -1.792
C -2.677 1.337 0.669
O -2.257 2.045 1.572
O -2.635 0.070 0.621
H -4.405 3.801 -3.716
H -4.669 3.342 0.338
H -1.987 0.773 -1.810
C 1.695 -1.414 -1.444
N 0.263 -1.766 -1.653
C -0.074 -1.442 -3.077
N 0.786 -2.149 -3.986
C 2.171 -1.772 -3.738
N 2.544 -2.114 -2.370
C 2.386 -3.553 -2.181
N 1.002 -3.937 -2.424
C 0.140 -3.249 -1.499
C 0.641 -3.586 -3.792
H 1.981 -1.694 -0.426
H 1.822 -0.333 -1.561
H 0.054 -0.366 -3.234
H -1.115 -1.724 -3.273
H 2.289 -0.696 -3.885
H 2.823 -2.299 -4.435
H 2.665 -3.818 -1.157
H 3.040 -4.082 -2.874
H 0.418 -3.524 -0.478
H -0.899 -3.546 -1.676
H -0.391 -3.883 -3.984
H 1.294 -4.113 -4.489
C -1.505 -1.521 2.865
N -1.074 -1.284 4.221
C -0.105 -2.302 4.601
N 1.046 -2.204 3.711
C 0.631 -2.435 2.345
N -0.359 -1.422 1.929
C 0.238 -0.095 2.091
N 0.690 0.167 3.463
C -0.488 0.032 4.348
C 1.647 -0.894 3.840
H -2.257 -0.782 2.575
H -1.937 -2.519 2.788
H -0.559 -3.289 4.511
H 0.215 -2.150 5.633
H 0.187 -3.429 2.266
H 1.509 -2.379 1.696
H -0.522 0.652 1.850
H 1.097 -0.006 1.414
H -1.227 0.785 4.067
H -0.178 0.196 5.382
H 1.956 -0.745 4.876
H 2.523 -0.831 3.188
*
```

Relative energy (zero: lowest compared OMol25 entry of this formula, charge and spin) = 168.6 kJ/mol
HOMO level (spin up / spin down) = -14.24 / -14.24 eV
Kohn-Sham gap (spin up / spin down) = 6.23 / 6.23 eV
E_LUMO (spin up / spin down) = -8.011 / -8.011 eV
Total energy = -128485.1966 eV

***

Record 6
Density functional theory data (ωB97M-V/def2-TZVPD) for a 5-piece molecular cluster, C20H37BrNO11S4 overall at a distorted geometry.

Structure (ORCA input):
```
! RIJCOSX wB97M-V def2-TZVPD def2/J DEFGRID3
* xyz -1 1
O -1.890 1.373 0.145
C -0.913 1.841 -0.500
O -0.933 3.005 -1.129
C 0.429 0.997 -0.543
N 0.694 0.191 0.667
C 0.755 0.999 1.878
C 2.119 1.846 2.029
O 2.116 2.872 2.651
Br 3.819 1.174 1.236
H 1.304 1.663 -0.860
H 0.310 0.255 -1.399
H 1.518 -0.410 0.563
H -0.142 1.648 2.061
H 0.790 0.260 2.749
C -0.587 -2.831 -5.508
C -1.754 -2.129 -4.806
C -1.620 -2.405 -3.306
S 0.127 -2.647 -2.996
O 0.336 -4.016 -2.581
O 0.633 -1.530 -2.241
C 0.653 -2.485 -4.694
H -0.487 -2.511 -6.547
H -0.750 -3.914 -5.501
H -1.694 -1.052 -4.989
H -2.718 -2.472 -5.184
H -1.979 -1.567 -2.708
H -2.143 -3.318 -3.019
H 1.494 -3.150 -4.887
H 0.951 -1.447 -4.853
C -2.656 3.991 4.144
C -3.773 3.677 5.145
C -3.580 2.231 5.609
S -1.827 1.890 5.468
O -1.638 0.883 4.455
O -1.256 1.771 6.791
C -1.372 3.474 4.782
H -2.593 5.059 3.928
H -2.845 3.466 3.203
H -3.694 4.353 6.003
H -4.761 3.821 4.705
H -3.892 2.094 6.644
H -4.113 1.530 4.965
H -0.557 3.349 4.068
H -1.055 4.115 5.606
C 2.202 7.480 -0.244
C 2.611 6.509 0.867
C 1.336 5.831 1.378
S 0.184 5.819 0.000
O -0.942 6.669 0.335
O 0.011 4.453 -0.478
C 1.243 6.705 -1.140
H 3.067 7.845 -0.803
H 1.691 8.345 0.191
H 3.291 5.755 0.460
H 3.136 7.020 1.677
H 1.525 4.807 1.696
H 0.882 6.396 2.193
H 0.642 7.347 -1.782
H 1.776 5.966 -1.740
C 1.481 -9.113 -0.758
C 0.559 -7.934 -0.438
C 0.801 -6.858 -1.501
S 1.340 -7.723 -2.974
O 2.706 -7.353 -3.253
O 0.304 -7.651 -3.977
C 1.333 -9.359 -2.254
H 1.221 -10.001 -0.178
H 2.516 -8.847 -0.522
H -0.483 -8.265 -0.480
H 0.737 -7.542 0.565
H -0.106 -6.300 -1.723
H 1.594 -6.173 -1.203
H 2.144 -9.953 -2.674
H 0.371 -9.820 -2.484
*
```

HOMO level = -3.30 eV
Kohn-Sham gap = 5.36 eV
E_LUMO = 2.057 eV
Total energy = -158733.7395 eV

***

Question: What is the total energy in the first record?
Answer: -62899.8131 eV